# 1
C24H68AsF6N5O5 | the ωB97M-V functional and the def2-TZVPD basis

```
109
Properties=species:S:1:pos:R:3:lowdin_charge:R:1
C -4.22 -0.06 -6.83 -0.04
C -4.97 -0.54 -5.59 -0.15
N -5.81 0.44 -4.76 -0.26
C -7.13 0.69 -5.47 0.04
C -6.15 -0.11 -3.36 -0.15
C -6.90 -1.40 -3.41 -0.05
C -5.09 1.74 -4.65 -0.11
C -3.92 1.88 -3.71 -0.20
O -3.11 0.73 -3.54 -0.22
C -1.99 0.92 -2.69 -0.08
H -4.85 0.18 -7.70 0.10
H -3.67 -0.93 -7.18 0.10
H -3.59 0.82 -6.68 0.08
H -4.35 -1.07 -4.87 0.12
H -5.73 -1.27 -5.87 0.12
H -6.98 1.35 -6.32 0.12
H -7.80 1.10 -4.72 0.12
H -7.57 -0.25 -5.79 0.11
H -6.66 0.73 -2.89 0.14
H -5.17 -0.23 -2.90 0.12
H -7.92 -1.24 -3.77 0.09
H -7.09 -1.77 -2.40 0.09
H -6.42 -2.12 -4.07 0.09
H -5.79 2.42 -4.16 0.15
H -4.88 2.15 -5.64 0.13
H -4.24 2.25 -2.73 0.13
H -3.24 2.64 -4.09 0.14
H -1.37 1.71 -3.12 0.10
H -1.44 -0.01 -2.60 0.08
H -2.35 1.18 -1.70 0.08
C -2.20 -0.87 2.71 -0.04
C -2.85 -1.98 3.58 -0.28
C -4.29 -2.14 3.12 -0.20
O -4.27 -3.02 2.02 -0.21
C -5.53 -3.12 1.35 -0.05
N -2.10 -3.27 3.43 0.23
H -1.10 -3.30 3.65 0.18
H -2.52 -4.16 3.73 0.19
H -2.00 -3.38 2.41 0.16
H -2.63 0.05 3.10 0.10
H -2.39 -0.92 1.63 0.09
H -1.12 -0.72 2.78 0.07
H -2.75 -1.59 4.59 0.16
H -4.81 -1.20 2.97 0.15
H -4.83 -2.64 3.94 0.15
H -5.82 -2.08 1.13 0.09
H -6.30 -3.54 2.00 0.11
H -5.44 -3.74 0.46 0.10
C 2.29 -2.52 -2.49 -0.01
C 2.37 -3.18 -1.12 -0.28
C 3.37 -2.50 -0.20 -0.22
O 3.51 -3.22 0.98 -0.17
C 4.21 -2.53 2.00 -0.06
N 1.04 -3.05 -0.42 0.22
H 0.83 -2.03 -0.31 0.11
H 0.31 -3.45 -1.01 0.17
H 0.97 -3.51 0.49 0.16
H 1.60 -3.06 -3.14 0.10
H 3.33 -2.38 -2.79 0.10
H 1.96 -1.48 -2.41 0.08
H 2.59 -4.24 -1.25 0.17
H 3.04 -1.46 -0.04 0.12
H 4.37 -2.39 -0.65 0.13
H 3.60 -1.70 2.36 0.09
H 5.20 -2.16 1.71 0.08
H 4.37 -3.24 2.82 0.10
C 5.08 1.37 -1.78 -0.02
C 5.92 0.71 -0.69 -0.31
C 6.81 -0.41 -1.18 -0.18
O 7.43 -0.95 -0.04 -0.23
C 7.89 -2.31 0.04 -0.04
N 6.78 1.72 0.04 0.23
H 7.48 2.17 -0.57 0.19
H 6.35 2.46 0.61 0.18
H 7.43 1.27 0.70 0.17
H 4.47 2.21 -1.43 0.09
H 4.36 0.65 -2.15 0.09
H 5.70 1.70 -2.61 0.10
H 5.26 0.43 0.13 0.14
H 7.59 -0.15 -1.89 0.15
H 6.19 -1.20 -1.63 0.13
H 7.09 -2.97 -0.29 0.09
H 8.17 -2.50 1.07 0.10
H 8.77 -2.42 -0.59 0.10
C 1.17 1.85 4.87 -0.04
C 1.23 3.25 5.49 -0.28
C 2.51 3.57 6.26 -0.18
O 2.63 4.98 6.34 -0.18
C 3.97 5.33 6.63 -0.09
N 1.16 4.27 4.34 0.22
H 1.05 5.17 4.81 0.17
H 2.08 4.35 3.91 0.17
H 0.49 4.09 3.59 0.16
H 2.00 1.82 4.15 0.08
H 0.32 1.67 4.21 0.07
H 1.37 1.06 5.58 0.10
H 0.30 3.40 6.04 0.16
H 3.35 3.03 5.81 0.14
H 2.35 3.24 7.29 0.15
H 4.03 6.32 7.08 0.10
H 4.70 5.41 5.81 0.09
H 4.45 4.65 7.34 0.10
As 0.91 1.26 0.34 0.82
F 0.65 -0.39 -0.31 -0.29
F -0.82 1.41 0.61 -0.26
F 0.99 2.76 1.21 -0.25
F 2.67 1.08 0.20 -0.27
F 0.94 1.96 -1.22 -0.20
F 1.10 0.48 1.95 -0.31
```

Values from the calculation:
Net charge = +4
Calculated total energy = -120789.082 eV


# 2
C24H68AsF6O10 | the ωB97M-V functional and the def2-TZVPD basis

```
109
Properties=species:S:1:pos:R:3:lowdin_charge:R:1
As -0.11 0.25 -0.65 0.79
F 0.91 1.49 0.06 -0.24
F -1.54 0.95 0.06 -0.24
F -1.14 -0.95 -1.38 -0.23
F 1.33 -0.49 -1.29 -0.23
F 0.00 -0.73 0.79 -0.24
F -0.35 1.22 -2.07 -0.22
O -2.22 3.83 -0.18 -0.08
H -2.15 2.86 -0.16 -0.01
H -1.30 4.13 -0.24 0.00
O 1.15 -1.12 3.28 -0.06
H 0.65 -1.13 2.46 0.00
H 1.80 -0.41 3.15 0.01
C -4.50 2.06 -2.00 -0.06
C -5.98 2.43 -1.76 -0.49
C -6.11 3.41 -0.60 -0.07
O -6.53 3.01 -2.95 -0.06
H -3.92 2.95 -2.24 0.07
H -4.44 1.29 -2.77 0.08
H -4.10 1.76 -1.03 0.07
H -6.49 1.50 -1.52 0.13
H -5.76 2.95 0.32 0.08
H -7.15 3.69 -0.45 0.07
H -5.50 4.30 -0.80 0.08
H -6.03 3.81 -3.10 0.08
C -0.46 0.35 -5.48 -0.05
C 0.40 1.04 -6.51 -0.50
C 1.87 1.00 -6.14 -0.06
O 0.15 0.36 -7.76 -0.07
H -1.52 0.41 -5.70 0.08
H -0.41 0.88 -4.52 0.06
H -0.05 -0.65 -5.33 0.09
H 0.09 2.09 -6.64 0.13
H 2.53 1.30 -6.96 0.07
H 2.13 -0.01 -5.82 0.08
H 2.11 1.74 -5.38 0.08
H 0.67 0.81 -8.43 0.08
C -3.29 -5.64 -1.61 -0.07
C -2.41 -4.56 -1.06 -0.50
C -0.92 -4.82 -1.29 -0.06
O -2.76 -3.34 -1.72 -0.06
H -3.06 -5.89 -2.65 0.08
H -4.34 -5.37 -1.52 0.08
H -3.11 -6.56 -1.04 0.08
H -2.57 -4.44 0.02 0.13
H -0.67 -5.76 -0.79 0.08
H -0.33 -4.01 -0.85 0.06
H -0.67 -4.88 -2.34 0.09
H -2.12 -2.66 -1.46 0.04
C -1.73 1.04 3.89 -0.05
C -1.04 2.15 4.70 -0.46
C -0.26 1.63 5.88 -0.07
O -0.10 2.80 3.82 -0.08
H -1.16 0.11 3.96 0.06
H -1.91 1.30 2.85 0.07
H -2.72 0.84 4.32 0.07
H -1.76 2.93 4.92 0.13
H -0.87 1.10 6.61 0.08
H 0.30 2.44 6.35 0.08
H 0.48 0.89 5.55 0.07
H 0.49 2.12 3.45 0.04
C 0.30 4.72 -2.74 -0.06
C 1.31 4.79 -1.61 -0.47
C 1.73 6.19 -1.21 -0.06
O 0.68 4.22 -0.44 -0.09
H 0.65 5.24 -3.65 0.08
H -0.63 5.21 -2.48 0.08
H 0.14 3.69 -3.08 0.07
H 2.18 4.17 -1.85 0.14
H 2.29 6.15 -0.28 0.07
H 0.85 6.81 -0.99 0.08
H 2.32 6.66 -1.99 0.08
H 0.91 3.29 -0.39 0.05
C 0.20 -4.37 2.44 -0.06
C -0.17 -4.25 3.92 -0.48
C -0.37 -5.62 4.55 -0.06
O 0.91 -3.64 4.62 -0.07
H -0.60 -4.74 1.80 0.07
H 1.05 -5.04 2.35 0.09
H 0.44 -3.38 2.05 0.05
H -1.08 -3.65 4.01 0.13
H -1.41 -5.88 4.80 0.07
H 0.20 -5.80 5.46 0.07
H -0.07 -6.41 3.85 0.07
H 1.03 -2.73 4.30 0.04
C 3.88 -4.61 -0.97 -0.07
C 3.01 -3.44 -0.54 -0.50
C 3.41 -2.83 0.81 -0.04
O 3.10 -2.49 -1.60 -0.06
H 3.51 -4.99 -1.92 0.08
H 3.79 -5.44 -0.25 0.07
H 4.95 -4.43 -1.06 0.08
H 1.98 -3.81 -0.44 0.11
H 4.29 -2.21 0.64 0.08
H 3.68 -3.63 1.49 0.08
H 2.57 -2.23 1.17 0.05
H 2.46 -1.80 -1.39 0.04
C 4.42 0.71 2.66 -0.05
C 3.42 1.82 3.01 -0.45
C 3.80 3.12 2.34 -0.05
O 2.13 1.42 2.51 -0.10
H 4.14 -0.25 3.11 0.07
H 5.40 0.98 3.06 0.08
H 4.51 0.68 1.58 0.08
H 3.32 1.95 4.09 0.14
H 4.08 2.93 1.30 0.08
H 4.70 3.59 2.75 0.08
H 3.01 3.87 2.35 0.09
H 2.05 1.63 1.57 0.07
```

Values from the calculation:
Net charge = -1
Calculated total energy = -123616.886 eV


# 3
C24H68ClN6O11 | the ωB97M-V functional and the def2-TZVPD basis

```
110
Properties=species:S:1:pos:R:3:lowdin_charge:R:1
Cl -1.41 -1.15 0.11 0.65
O -1.78 0.12 0.69 -0.39
O -0.73 -1.95 1.10 -0.37
O -2.61 -1.83 -0.35 -0.36
O -0.52 -0.93 -1.01 -0.37
O -3.45 2.17 2.23 -0.07
H -2.88 1.86 1.50 0.00
H -3.72 3.06 1.98 0.02
C -7.67 -1.27 0.43 -0.08
C -6.44 -1.41 -0.45 -0.44
C -5.62 -0.12 -0.45 -0.20
O -6.38 0.95 -1.04 -0.20
C -5.80 2.22 -0.82 -0.11
N -5.62 -2.48 0.15 0.04
H -8.15 -2.23 0.63 0.07
H -8.45 -0.63 0.00 0.07
H -7.37 -0.82 1.38 0.08
H -6.75 -1.64 -1.47 0.14
H -4.71 -0.27 -1.06 0.12
H -5.35 0.16 0.58 0.13
H -4.80 2.28 -1.27 0.07
H -5.76 2.43 0.25 0.08
H -6.44 2.94 -1.34 0.08
H -5.52 -2.28 1.14 0.07
H -4.66 -2.43 -0.19 0.03
C 5.18 -1.88 2.77 -0.08
C 4.59 -0.49 2.80 -0.44
C 4.28 -0.01 1.40 -0.26
O 4.18 1.37 1.38 -0.17
C 4.03 1.89 0.07 -0.10
N 3.40 -0.47 3.70 0.04
H 5.98 -1.98 2.04 0.07
H 4.41 -2.62 2.51 0.08
H 5.53 -2.15 3.76 0.07
H 5.33 0.19 3.22 0.14
H 3.40 -0.48 0.94 0.14
H 5.09 -0.37 0.73 0.12
H 4.30 2.94 0.10 0.09
H 3.01 1.74 -0.29 0.08
H 4.75 1.41 -0.61 0.09
H 2.62 -0.91 3.20 0.07
H 3.11 0.50 3.78 0.07
C -0.69 0.17 6.16 -0.06
C -0.90 -0.38 4.77 -0.47
C -2.12 -1.23 4.57 -0.24
O -2.39 -2.20 5.55 -0.18
C -1.34 -3.16 5.64 -0.10
N -0.71 0.61 3.69 0.06
H -0.35 -0.58 6.87 0.06
H -1.59 0.63 6.62 0.08
H 0.02 1.00 6.11 0.07
H -0.04 -1.08 4.66 0.12
H -2.26 -1.59 3.54 0.12
H -2.97 -0.52 4.62 0.13
H -1.72 -3.95 6.30 0.08
H -0.46 -2.74 6.12 0.07
H -1.14 -3.61 4.66 0.10
H -0.97 0.17 2.81 0.03
H -1.43 1.32 3.86 0.06
C 1.14 5.55 -1.86 -0.06
C -0.14 5.45 -1.05 -0.43
C -0.73 4.08 -0.95 -0.21
O -1.00 3.53 -2.23 -0.23
C -1.50 2.21 -2.16 -0.09
N 0.12 5.96 0.34 0.03
H 1.96 5.14 -1.25 0.08
H 1.42 6.57 -2.14 0.07
H 1.11 4.99 -2.79 0.05
H -0.82 6.17 -1.53 0.14
H -1.69 4.16 -0.39 0.13
H -0.14 3.34 -0.39 0.14
H -1.75 1.89 -3.17 0.09
H -2.38 2.17 -1.52 0.07
H -0.75 1.50 -1.80 0.08
H -0.77 5.90 0.85 0.06
H 0.27 6.97 0.27 0.07
C 1.34 -4.02 -0.98 -0.06
C 2.26 -5.22 -1.15 -0.46
C 3.70 -4.85 -1.41 -0.23
O 3.86 -3.76 -2.25 -0.19
C 3.41 -3.94 -3.55 -0.14
N 2.12 -6.24 -0.10 0.03
H 1.54 -3.49 -0.03 0.08
H 0.29 -4.30 -0.88 0.08
H 1.46 -3.22 -1.70 0.06
H 1.93 -5.73 -2.08 0.13
H 4.24 -5.74 -1.75 0.13
H 4.12 -4.49 -0.46 0.13
H 3.99 -3.27 -4.20 0.09
H 2.34 -3.80 -3.72 0.09
H 3.69 -4.93 -3.94 0.09
H 2.47 -5.88 0.80 0.07
H 1.13 -6.32 0.11 0.07
C 1.81 1.38 -5.94 -0.06
C 1.19 1.82 -4.62 -0.44
C 2.28 2.08 -3.58 -0.22
O 3.30 1.11 -3.46 -0.19
C 2.91 -0.07 -2.81 -0.10
N 0.31 3.00 -4.78 0.05
H 1.14 1.42 -6.79 0.07
H 2.14 0.34 -5.88 0.07
H 2.72 1.95 -6.15 0.08
H 0.54 1.02 -4.23 0.13
H 1.86 2.34 -2.59 0.12
H 2.81 2.97 -3.95 0.13
H 3.69 -0.81 -2.89 0.08
H 2.00 -0.52 -3.25 0.09
H 2.62 0.20 -1.79 0.07
H 0.83 3.77 -5.21 0.07
H 0.05 3.32 -3.82 0.03
```

Values from the calculation:
Net charge = -1
Calculated total energy = -69968.638 eV


# 4
C24H68CsO10 | the ωB97M-V functional and the def2-TZVPD basis

```
103
Properties=species:S:1:pos:R:3:lowdin_charge:R:1
Cs 0.24 -0.48 0.74 1.08
C 0.92 -3.23 3.02 -0.06
C -0.55 -3.18 3.53 -0.31
O -0.95 -1.92 3.25 -0.25
C -2.10 -1.64 4.08 -0.25
C -2.79 -0.37 3.63 -0.07
H 1.69 -2.89 3.71 0.08
H 1.34 -4.22 2.84 0.08
H 1.10 -2.63 2.12 -0.03
H -1.19 -3.91 3.04 0.11
H -0.66 -3.48 4.57 0.12
H -2.82 -2.45 4.21 0.13
H -1.79 -1.34 5.08 0.12
H -3.19 -0.46 2.63 0.07
H -2.10 0.47 3.71 0.06
H -3.63 -0.07 4.25 0.09
C -2.96 3.79 0.07 -0.07
C -3.10 2.53 0.69 -0.55
C -3.93 1.67 -0.20 -0.03
O -1.85 1.94 0.97 -0.11
H -3.83 4.44 0.15 0.11
H -2.67 3.65 -0.97 0.10
H -2.08 4.34 0.41 0.08
H -3.58 2.70 1.66 0.15
H -4.94 2.02 -0.39 0.10
H -4.15 0.70 0.26 0.08
H -3.40 1.39 -1.11 0.08
H -1.25 2.68 1.12 0.03
C 1.42 -3.35 -4.70 -0.03
C 0.12 -3.87 -3.94 -0.40
C 0.38 -4.94 -2.90 -0.04
O -0.60 -2.73 -3.36 -0.11
H 2.20 -2.99 -4.03 0.07
H 1.23 -2.62 -5.49 0.07
H 1.79 -4.24 -5.21 0.07
H -0.58 -4.21 -4.71 0.13
H 1.07 -4.60 -2.12 0.08
H 0.98 -5.70 -3.41 0.08
H -0.56 -5.29 -2.46 0.08
H -0.83 -2.08 -4.02 0.03
C 1.96 5.20 0.43 -0.07
C 1.21 4.11 -0.24 -0.28
O 0.99 3.05 0.66 -0.12
H 3.03 5.02 0.57 0.09
H 1.45 5.54 1.33 0.08
H 1.98 6.08 -0.22 0.08
H 1.81 3.75 -1.08 0.12
H 0.26 4.51 -0.59 0.12
H 0.44 3.36 1.38 0.03
C -3.18 -3.20 0.71 -0.06
C -2.20 -3.58 -0.39 -0.35
O -1.87 -2.41 -1.03 -0.14
H -4.05 -2.71 0.28 0.09
H -2.62 -2.67 1.49 0.04
H -3.40 -4.10 1.28 0.08
H -2.69 -4.30 -1.04 0.12
H -1.29 -3.97 0.06 0.11
H -1.51 -2.62 -1.90 0.02
C 3.84 1.23 3.52 -0.05
C 3.70 2.07 2.21 -0.24
O 2.75 1.44 1.29 -0.20
H 4.17 0.20 3.35 0.07
H 2.91 1.16 4.09 0.06
H 4.50 1.73 4.22 0.08
H 4.63 2.17 1.64 0.11
H 3.37 3.09 2.39 0.09
H 2.16 2.11 0.91 -0.03
C 0.59 0.54 -4.20 -0.06
C 0.69 0.99 -2.71 -0.30
O 1.54 0.14 -2.01 -0.16
H 0.37 -0.53 -4.23 0.04
H 1.50 0.63 -4.78 0.08
H -0.17 0.97 -4.86 0.07
H -0.33 0.84 -2.34 0.10
H 0.85 2.07 -2.67 0.10
H 2.41 0.08 -2.42 0.09
C -3.11 -0.24 -3.89 -0.04
C -3.05 -0.88 -5.35 -0.26
O -1.80 -1.47 -5.49 -0.10
H -4.10 0.18 -3.74 0.07
H -2.45 0.62 -3.79 0.05
H -2.83 -0.92 -3.08 0.06
H -3.04 -0.04 -6.04 0.11
H -3.89 -1.53 -5.61 0.11
H -1.56 -1.48 -6.42 0.11
C 5.19 -0.88 -0.48 -0.07
C 4.34 -1.92 0.24 -0.28
O 3.69 -1.23 1.28 -0.14
H 4.62 -0.10 -0.99 0.07
H 5.93 -1.41 -1.07 0.08
H 5.79 -0.30 0.22 0.08
H 5.00 -2.68 0.68 0.11
H 3.51 -2.35 -0.33 0.11
H 3.89 -0.30 1.39 0.02
C 0.09 2.75 4.69 -0.05
C 0.56 3.94 3.82 -0.26
O -0.30 4.04 2.70 -0.10
H 0.20 1.85 4.08 0.07
H -0.95 2.76 5.02 0.08
H 0.80 2.70 5.51 0.08
H 1.60 3.88 3.50 0.10
H 0.61 4.89 4.36 0.12
H -0.95 4.69 3.00 0.12
```

Values from the calculation:
Net charge = +1
Calculated total energy = -47006.702 eV


Calculated relative energy (zero: lowest compared OMol25 entry of this formula, charge and spin) in order - 136.7, 0.0, 0.0, 48.3 kJ/mol